No. 1
The following is a DFT calculation (ωB97M-V with the def2-TZVPD basis set) of a molecular structure, C42H35ClN5O4Ti at a distorted geometry.

Calculated values
Net charge   +2
E_tot   -95393.2754 eV
⟨S²⟩   0.75
ΔE to the lowest compared entry with this formula, charge and spin   0.260 eV
Spin multiplicity   2
Frontier orbital gap (alpha / beta)   6.8 / 6.8 eV

Each line ends with the Löwdin spin population.
Element x y z (Å)
Ti (0.347748, -0.126587, -0.795320)  0.8559
Cl (-1.004273, -1.412652, 6.263038)  -0.0002
C (-0.513463, -1.336088, 4.604358)  0.0003
C (0.059966, -2.453984, 4.001085)  0.0016
C (0.467410, -2.416115, 2.680543)  -0.0002
C (0.303517, -1.253276, 1.935695)  0.0057
O (0.729006, -1.217601, 0.664449)  0.0336
C (-0.276151, -0.127774, 2.541363)  0.0014
C (-0.493097, 1.127808, 1.863530)  0.0059
N (-0.265782, 1.360366, 0.621267)  -0.0022
C (-0.574301, 2.635420, 0.036384)  0.0004
C (-0.832099, 3.774917, 0.742965)  0.0001
C (-1.131998, 4.990376, 0.079875)  -0.0008
C (-1.158235, 5.045320, -1.279898)  0.0001
C (-0.873216, 3.883755, -2.042123)  -0.0001
C (-0.875756, 3.884903, -3.459056)  0.0055
C (-0.579486, 2.744907, -4.140573)  0.0000
C (-0.257424, 1.591683, -3.401024)  0.0077
N (-0.254143, 1.541146, -2.089404)  0.0037
C (-0.574932, 2.680269, -1.386215)  0.0029
C (-0.677365, -0.177224, 3.885698)  0.0028
H (0.188009, -3.356462, 4.584925)  0.0001
H (0.922344, -3.278361, 2.213734)  0.0001
H (-0.920500, 1.915350, 2.481982)  0.0001
H (-0.795589, 3.775044, 1.823956)  0.0000
H (-1.337551, 5.875619, 0.666120)  -0.0001
H (-1.387103, 5.970661, -1.793026)  0.0000
H (-1.112475, 4.800609, -3.987685)  0.0003
H (-0.570185, 2.705421, -5.220171)  -0.0001
H (0.003037, 0.673017, -3.916416)  0.0007
H (-1.106306, 0.697337, 4.359461)  0.0001
C (4.148940, 2.529603, -0.141376)  -0.0002
O (4.364792, 1.506467, -1.182263)  0.0055
C (3.237614, 0.831740, -1.236554)  0.0081
N (2.255547, 1.135899, -0.489225)  -0.0030
C (2.705411, 2.279767, 0.357430)  -0.0006
C (2.642789, 1.971061, 1.832177)  0.0000
C (3.097298, 0.748445, 2.317016)  0.0000
C (3.092858, 0.490013, 3.678369)  0.0000
C (2.626957, 1.450472, 4.568998)  0.0000
C (2.177099, 2.673042, 4.090586)  0.0000
C (2.191237, 2.934857, 2.724773)  0.0001
C (3.105148, -0.279409, -2.195325)  0.0167
C (4.120973, -0.715697, -3.024442)  -0.0036
C (3.855747, -1.771540, -3.883040)  0.0210
C (2.588917, -2.337655, -3.876168)  -0.0037
C (1.648485, -1.823020, -3.006412)  0.0164
N (1.878914, -0.807371, -2.166949)  0.0024
C (0.279413, -2.344888, -2.864013)  0.0053
N (-0.498362, -1.836452, -1.991826)  -0.0010
C (-1.745499, -2.661010, -2.007933)  -0.0003
C (-1.514872, -3.592333, -3.217517)  -0.0001
O (-0.115163, -3.346498, -3.614733)  0.0030
C (-1.946779, -3.378959, -0.699289)  0.0000
C (-3.168183, -3.298476, -0.046977)  0.0000
C (-3.382857, -3.982903, 1.143451)  0.0000
C (-2.368993, -4.760329, 1.681304)  0.0000
C (-1.145892, -4.855989, 1.026636)  0.0000
C (-0.937177, -4.167444, -0.157367)  0.0000
H (4.302123, 3.496950, -0.609121)  0.0000
H (4.895271, 2.352429, 0.627317)  0.0001
H (2.064199, 3.132645, 0.132522)  -0.0001
H (3.443058, -0.016362, 1.630714)  0.0000
H (3.444364, -0.464788, 4.047880)  0.0000
H (2.622764, 1.247032, 5.631679)  0.0000
H (1.828301, 3.428372, 4.782887)  0.0000
H (1.852446, 3.898339, 2.356947)  0.0000
H (5.087810, -0.234242, -2.982023)  -0.0005
H (4.622367, -2.148166, -4.546467)  0.0011
H (2.321531, -3.162760, -4.521465)  -0.0005
H (-2.593974, -2.005913, -2.190693)  0.0000
H (-2.123806, -3.354103, -4.084789)  0.0000
H (-1.595570, -4.646218, -2.971267)  0.0000
H (-3.973225, -2.715811, -0.482644)  0.0000
H (-4.341620, -3.918968, 1.641442)  0.0000
H (-2.535544, -5.302432, 2.602803)  0.0000
H (-0.358089, -5.472966, 1.439233)  0.0000
H (0.025947, -4.242790, -0.652914)  0.0000
C (-3.817841, -0.067654, 1.039181)  0.0006
C (-3.177043, 0.124530, -0.299936)  0.0021
C (-3.988657, 0.751514, -1.394077)  0.0003
O (-2.017918, -0.207962, -0.492836)  0.0050
H (-4.717568, -0.677463, 0.924601)  0.0000
H (-4.153444, 0.896813, 1.429281)  0.0002
H (-3.136725, -0.550954, 1.734742)  0.0000
H (-4.275779, 1.763251, -1.095065)  0.0000
H (-4.921364, 0.200400, -1.532998)  0.0001
H (-3.425982, 0.788081, -2.323783)  0.0000

Cartesian forces (eV/Å) of the 2 atoms listed first:
-1.040 0.288 0.212
0.023 0.010 -0.074

No. 2
The following is a DFT calculation (ωB97M-V with the def2-TZVPD basis set) of 7 unconnected molecules or ions with the total composition C42H35F7 at a distorted geometry.

Calculated values
Net charge   0
E_tot   -63141.2621 eV
SMILES   Fc1ccccc1.Fc1ccccc1.Fc1ccccc1.Fc1ccccc1.Fc1ccccc1.Fc1ccccc1.Fc1ccccc1
ΔE to the lowest compared entry with this formula, charge and spin   2.453 eV
Frontier orbital gap   9.6 eV

Each line ends with the Löwdin charge.
Element x y z (Å)
F (-0.590854, -7.455682, 7.943548)  0.0566
C (-0.828613, -6.245293, 7.395328)  -0.2855
C (-1.885902, -6.110921, 6.502090)  -0.0169
C (-2.147225, -4.921033, 5.812635)  -0.0742
C (-1.205006, -3.928406, 5.906330)  -0.1300
C (-0.067199, -4.052367, 6.718390)  -0.0563
C (0.038625, -5.171955, 7.596637)  0.0000
H (-2.583142, -6.935523, 6.485074)  0.1123
H (-3.070814, -4.877731, 5.254522)  0.1073
H (-1.255902, -3.083378, 5.235693)  0.0854
H (0.573709, -3.189214, 6.615444)  0.0993
H (0.953176, -5.435099, 8.107288)  0.1076
F (-3.346710, -0.289985, 1.966730)  0.0705
C (-2.147843, -0.199686, 1.405418)  -0.2972
C (-2.000770, 0.134765, 0.075663)  0.0019
C (-0.720434, 0.092140, -0.552966)  -0.0417
C (0.387968, -0.196832, 0.284058)  -0.1224
C (0.201248, -0.692190, 1.569649)  -0.0771
C (-1.065351, -0.702378, 2.140213)  -0.0072
H (-2.917968, 0.354434, -0.450542)  0.1129
H (-0.509836, 0.344619, -1.581707)  0.0795
H (1.360087, -0.229967, -0.185273)  0.0784
H (1.086169, -0.995478, 2.109387)  0.1060
H (-1.128999, -1.139423, 3.125776)  0.0979
F (-0.101209, 3.662333, -0.988510)  0.0540
C (1.226103, 3.854230, -0.804966)  -0.2873
C (1.846513, 4.995209, -1.180862)  -0.0356
C (3.228451, 5.117619, -1.023507)  -0.0604
C (3.884149, 4.056812, -0.366296)  -0.0886
C (3.213024, 2.943059, 0.210288)  -0.0636
C (1.880405, 2.827698, -0.125758)  -0.0234
H (1.207706, 5.748001, -1.618606)  0.1186
H (3.716249, 6.025955, -1.345029)  0.1021
H (4.899364, 4.166896, -0.014690)  0.0911
H (3.687086, 2.167774, 0.793889)  0.1065
H (1.330404, 1.932728, 0.125104)  0.0776
F (-4.282439, -3.287078, 8.949953)  0.0515
C (-4.031553, -2.591676, 7.807806)  -0.2649
C (-2.881714, -1.824657, 7.792385)  -0.0212
C (-2.557124, -1.127177, 6.630889)  -0.1023
C (-3.418094, -1.092070, 5.547432)  -0.0897
C (-4.589895, -1.836250, 5.611262)  -0.0892
C (-4.905696, -2.548182, 6.727586)  -0.0341
H (-2.332096, -1.724956, 8.716716)  0.1211
H (-1.703908, -0.465250, 6.647843)  0.1080
H (-3.133335, -0.579782, 4.640305)  0.0852
H (-5.374570, -1.799312, 4.870095)  0.1093
H (-5.873267, -3.019525, 6.817309)  0.1181
F (0.797224, -2.752030, -6.484795)  0.0617
C (-0.082055, -1.791936, -6.117294)  -0.2733
C (-0.951345, -1.327504, -7.088208)  -0.0528
C (-1.956907, -0.478740, -6.917273)  -0.0711
C (-2.083080, -0.040663, -5.591358)  -0.0809
C (-1.269913, -0.513990, -4.576902)  -0.0991
C (-0.297906, -1.431346, -4.831742)  -0.0267
H (-0.721155, -1.745775, -8.056949)  0.1215
H (-2.563895, -0.133180, -7.741018)  0.1157
H (-2.911843, 0.638397, -5.455608)  0.0973
H (-1.377753, -0.228176, -3.541004)  0.0865
H (0.352930, -1.920280, -4.121983)  0.1227
F (2.341829, -0.675903, -2.182317)  0.0394
C (3.510991, -0.308395, -2.751473)  -0.2376
C (3.837815, 1.060731, -3.064463)  -0.0140
C (5.080410, 1.355977, -3.584819)  -0.0995
C (6.064883, 0.389783, -3.824915)  -0.0747
C (5.785756, -0.956584, -3.450130)  -0.0705
C (4.518191, -1.270849, -2.948872)  -0.0304
H (3.110965, 1.830159, -2.849794)  0.0918
H (5.268282, 2.375735, -3.886776)  0.1027
H (7.080241, 0.618487, -4.113285)  0.0955
H (6.499489, -1.762542, -3.536217)  0.0989
H (4.231329, -2.296182, -2.767708)  0.1089
F (-2.935280, 5.380894, -4.565341)  0.0369
C (-1.709930, 4.755771, -4.515891)  -0.2554
C (-1.562430, 3.378019, -4.335003)  -0.0168
C (-0.310880, 2.822635, -4.268157)  -0.0895
C (0.775343, 3.630848, -4.617677)  -0.0497
C (0.579887, 5.046608, -4.817690)  -0.0731
C (-0.650256, 5.537191, -4.784810)  -0.0771
H (-2.435393, 2.811068, -4.047064)  0.1111
H (-0.163481, 1.845416, -3.832586)  0.0871
H (1.745170, 3.155928, -4.634644)  0.0858
H (1.330636, 5.768131, -5.104387)  0.1082
H (-0.990837, 6.556482, -4.891870)  0.1307

Cartesian forces (eV/Å) of the 2 atoms listed first:
-0.075 0.475 0.217
-0.133 1.233 -1.148